ORCA calculation (ωB97M-V/def2-TZVPD) on a 9-piece molecular cluster, C19H17Cl21N2O4 overall at a distorted geometry.

Kohn-Sham gap	9.4	eV
largest force on an atom	3.0	eV/Å
SMILES	O=[N+]([O-])c1ccccc1.O=[N+]([O-])c1ccccc1.ClC(Cl)Cl.ClC(Cl)Cl.ClC(Cl)Cl.ClC(Cl)Cl.ClC(Cl)Cl.ClC(Cl)Cl.ClC(Cl)Cl

Positions of all 63 atoms, in Å:
O -1.80364 0.82648 -1.13133
N -1.52781 0.21365 -0.09481
O -2.24733 0.08349 0.84826
C -0.22124 -0.55035 0.00570
C 0.61280 -0.62430 -1.05745
C 1.91513 -1.16861 -0.96066
C 2.31362 -1.70287 0.24960
C 1.35543 -1.75575 1.28349
C 0.18259 -1.08618 1.20276
H 0.41688 -0.21633 -2.01140
H 2.57195 -1.10548 -1.76994
H 3.29398 -2.08789 0.39642
H 1.62217 -2.25692 2.18116
H -0.50722 -1.05990 2.05537
O -0.09762 3.80755 -2.05899
N 0.72870 3.21895 -2.74950
O 1.81462 2.97867 -2.35244
C 0.23972 2.60968 -3.97970
C 0.85190 1.53194 -4.52492
C 0.29766 0.86580 -5.60675
C -0.92377 1.23424 -6.13704
C -1.59435 2.25779 -5.44546
C -1.00661 2.97608 -4.46189
H 1.74049 1.16344 -4.07820
H 0.79355 -0.04400 -5.98113
H -1.49923 0.72372 -6.93073
H -2.57927 2.51074 -5.89662
H -1.52541 3.83079 -4.00389
Cl -3.59070 -1.79645 -1.95621
C -3.11320 -1.13841 -3.49119
Cl -4.36379 -1.06767 -4.72181
Cl -1.69042 -2.08458 -4.21042
H -2.72088 -0.15612 -3.21829
Cl 1.06115 1.39517 4.94578
C 2.59017 0.63363 4.40130
Cl 2.33980 -1.11613 4.55996
Cl 4.00701 1.14399 5.36927
H 2.81188 0.78506 3.35456
Cl 5.21514 -3.61060 2.77442
C 5.50759 -2.09588 3.55818
Cl 5.47270 -0.66993 2.37920
Cl 7.01895 -2.08435 4.44776
H 4.68902 -1.91421 4.26855
Cl -0.29912 4.39871 1.93972
C 1.05894 3.85498 0.94091
Cl 1.30749 2.09726 1.21775
Cl 2.61780 4.59715 1.09339
H 0.73418 4.05014 -0.05188
Cl 1.47362 -6.34149 6.31767
C 1.66399 -6.09619 4.61451
Cl 1.23378 -4.43791 4.17957
Cl 0.89276 -7.29910 3.61536
H 2.72154 -6.22680 4.38716
Cl -5.10616 1.40833 0.12837
C -4.25190 2.64790 -0.73905
Cl -4.78873 4.27363 -0.15317
Cl -4.69320 2.61371 -2.51000
H -3.14677 2.60753 -0.61644
Cl -3.57638 -2.56545 3.64171
C -4.26917 -1.05000 3.20209
Cl -4.99876 -0.21020 4.57869
Cl -5.51094 -1.37356 1.97455
H -3.51508 -0.34658 2.78813

Forces on atoms 1 to 3 (eV/Å):
0.6 -0.5 1.0
1.3 -1.0 -1.3
-0.9 0.5 0.8